DFT (ωB97M-V/def2-TZVPD) results for a cluster of 9 separate species, C45H129N21O9P6 in total.

```
210
Properties=species:S:1:pos:R:3:forces:R:3
C 1.5811 6.0020 -0.7521 -1.397 -1.389 -0.219
O 2.1666 6.5490 -1.6628 0.213 0.160 0.504
N 0.9094 4.8131 -0.8474 -0.030 -1.765 0.314
C 0.2432 4.2060 0.3401 -0.329 -0.104 -0.567
C 0.9747 3.9800 -2.0838 -0.705 1.384 -0.075
H 1.3620 6.3335 0.2747 0.639 0.925 0.026
H -0.1280 4.9026 1.0919 0.636 0.440 -0.187
H 0.8242 3.4451 0.8611 0.432 0.134 -0.049
H -0.6813 3.7098 0.0448 0.001 -0.007 -0.505
H 0.9494 4.7311 -2.8732 0.331 -0.289 -0.306
H 1.8211 3.3080 -2.2255 0.251 0.448 0.480
H 0.0815 3.3749 -2.2391 -0.149 0.362 0.491
C -4.9850 -6.0085 -2.2683 -2.033 -3.302 -0.898
O -5.5305 -6.8781 -2.9998 1.569 1.857 0.707
N -5.6611 -4.9964 -1.7372 -0.971 0.730 -0.881
C -5.0676 -4.1857 -0.7303 0.306 1.142 -0.059
C -6.9353 -4.4830 -2.2844 -0.266 -1.729 -0.181
H -3.9851 -6.1739 -1.8381 0.007 0.279 -0.226
H -4.8015 -3.2594 -1.2395 0.466 0.342 0.558
H -4.1876 -4.6597 -0.2956 -0.052 0.142 -0.098
H -5.7856 -3.9390 0.0517 -0.032 -0.177 0.089
H -7.6910 -4.6320 -1.5132 -0.043 0.895 0.201
H -6.9078 -3.5132 -2.7812 0.406 0.400 0.823
H -7.3460 -5.1080 -3.0774 0.684 -0.546 -0.040
C -3.5966 4.3285 -3.5131 0.145 -1.850 1.329
O -2.4724 4.0172 -3.0819 -1.893 0.970 -0.829
N -4.7864 3.8360 -2.9868 1.798 0.771 0.497
C -6.0382 3.9932 -3.7347 1.108 -0.104 -0.353
C -4.7179 3.0612 -1.6865 -1.672 1.083 -1.583
H -3.7908 4.9573 -4.3957 0.324 0.090 0.035
H -6.8873 4.4142 -3.1963 0.103 -0.488 0.448
H -6.2205 3.0463 -4.2430 -0.735 -0.105 0.261
H -5.8739 4.6985 -4.5494 0.275 0.134 -0.010
H -3.7691 3.1898 -1.1654 -0.110 -0.213 -0.416
H -5.5278 3.5002 -1.1038 0.136 -0.029 0.459
H -5.0604 2.0520 -1.9147 0.623 -0.307 0.259
O -1.9766 -2.8491 -1.3849 -0.488 1.454 -0.343
P -1.2727 -1.5994 -0.9926 2.221 1.867 1.165
N -2.1236 -0.3750 -0.0602 3.109 -0.026 0.045
C -1.4424 0.6642 0.8716 -0.595 -1.093 -1.280
C -3.5612 -0.3789 -0.1091 0.078 -0.823 0.686
N -0.6197 -0.6040 -2.2366 -0.360 -0.956 -1.110
C 0.1118 0.6604 -1.9759 -1.065 -1.069 0.000
C -1.2541 -0.7542 -3.6199 0.363 0.564 2.397
N 0.1893 -2.0478 -0.1409 -2.434 2.269 0.263
C 1.2837 -2.5881 -0.8642 0.631 -0.842 -0.137
C 0.1253 -2.4465 1.2539 -0.435 0.543 0.293
H -1.4312 0.3809 1.9241 -0.394 -0.238 -0.034
H -1.9105 1.6409 0.7492 -0.600 -0.140 0.065
H -0.4050 0.8918 0.6268 0.004 -0.647 -0.319
H -3.8265 -0.9059 0.8075 -1.195 0.205 0.056
H -3.9045 -0.9646 -0.9619 -0.015 -0.054 0.009
H -4.0100 0.6115 -0.1849 0.195 0.104 0.195
H -0.5122 1.5526 -1.9233 -0.512 -0.131 0.039
H 0.5902 0.5679 -1.0009 0.461 -0.017 -0.361
H 0.7868 0.8293 -2.8150 0.410 -0.104 0.210
H -2.3134 -0.5192 -3.5167 -0.271 -0.466 -0.248
H -0.8894 0.0444 -4.2659 0.517 -0.424 -0.145
H -1.0500 -1.7856 -3.9072 -0.302 0.314 -0.589
H 1.0909 -3.6033 -1.2113 -0.205 -0.214 -0.496
H 1.6098 -1.9622 -1.6948 -0.095 0.015 0.006
H 2.1057 -2.7482 -0.1665 0.279 0.408 0.040
H -0.2232 -3.4673 1.4111 0.582 -0.413 -0.024
H -0.5692 -1.8704 1.8654 -0.377 0.410 -0.471
H 1.0772 -2.1851 1.7160 0.251 -0.712 0.078
O 0.8608 -3.0685 5.0360 0.880 1.601 -1.117
P 0.3598 -4.3617 5.4267 -2.477 -4.301 1.497
N 0.4038 -4.6204 7.1311 0.416 -0.664 -0.044
C -0.4682 -3.8924 7.9755 -2.238 0.517 0.792
C 1.5005 -5.0430 8.0076 0.898 0.147 -0.659
N 1.2425 -5.7804 4.8313 -2.458 3.397 0.541
C 0.7651 -7.1814 4.9438 1.924 1.243 -0.833
C 2.6765 -5.5076 4.5694 -1.191 -1.082 0.599
N -1.4131 -4.4733 5.0696 3.957 -0.279 -0.082
C -2.1177 -3.3011 4.7206 -0.510 1.172 -0.622
C -2.2911 -5.5248 5.4225 0.290 -1.939 0.163
H -0.1789 -2.8802 8.2582 0.274 0.383 -0.513
H -0.6060 -4.3556 8.9525 0.373 -0.591 0.105
H -1.5013 -3.9013 7.6283 0.028 0.406 -0.491
H 1.7513 -4.2611 8.7245 -0.008 0.490 -0.156
H 2.4398 -5.2363 7.4895 -0.161 -0.306 -0.221
H 1.2472 -5.8721 8.6683 -0.280 -0.439 -0.378
H -0.0801 -7.4329 4.3031 -0.349 0.384 0.455
H 1.5997 -7.6569 4.4287 0.000 -0.836 0.349
H 0.7168 -7.5017 5.9845 -0.341 -0.223 -0.082
H 2.9325 -4.4492 4.6180 -0.346 -0.078 -0.161
H 3.1602 -6.0192 5.4015 0.932 -0.100 -0.355
H 2.8922 -5.9381 3.5915 0.557 0.081 0.077
H -2.9512 -3.5731 4.0730 -0.546 -0.207 0.425
H -2.4349 -2.8345 5.6533 -0.519 0.703 -0.277
H -1.6359 -2.6010 4.0381 0.801 0.096 0.591
H -1.7177 -6.4517 5.4209 -0.211 -0.174 0.218
H -3.0982 -5.6725 4.7050 0.131 0.227 -0.437
H -2.8191 -5.4809 6.3751 0.183 0.509 0.547
O -3.4735 3.9851 1.5930 0.084 0.857 0.519
P -3.8520 3.9580 3.0263 -1.189 -1.526 2.276
N -2.9722 5.0463 4.0873 0.638 -0.937 -2.232
C -1.9626 5.9301 3.3883 -1.379 -1.075 0.152
C -3.3994 5.4387 5.4509 0.668 0.216 -1.831
N -3.5839 2.3701 3.7250 -3.357 1.592 -1.086
C -2.2392 2.0598 3.9888 0.914 -0.175 0.686
C -4.5247 1.2325 3.4686 -0.272 0.877 0.307
N -5.5605 4.1780 3.2624 1.684 -0.553 -0.487
C -6.3643 4.9594 2.3140 0.875 -0.394 0.383
C -6.2675 3.8361 4.4660 -0.503 0.403 1.108
H -1.0412 5.9647 3.9695 -0.214 0.582 0.196
H -2.5064 6.8414 3.1393 0.718 0.659 0.378
H -1.6729 5.5230 2.4196 -0.278 -0.371 0.151
H -3.6236 4.4890 5.9366 -0.605 0.639 0.574
H -4.1063 6.2634 5.3595 -1.249 -0.646 0.318
H -2.6334 6.0156 5.9691 0.825 -0.768 0.001
H -2.0135 2.6383 4.8846 0.934 -0.516 0.258
H -2.2139 0.9771 4.1123 0.556 0.115 0.464
H -1.5270 2.3312 3.2096 0.096 0.092 -0.205
H -4.2918 0.3367 4.0443 1.054 -0.044 -0.332
H -5.5098 1.3725 3.9135 -0.166 0.840 -0.281
H -4.6709 1.0150 2.4105 0.197 -0.188 -0.019
H -5.7953 5.1309 1.4002 0.030 0.079 0.098
H -7.2652 4.4077 2.0451 -0.155 0.065 0.080
H -6.5972 5.8999 2.8132 -0.372 0.253 -0.328
H -6.9320 4.6461 4.7664 -0.073 0.495 -0.167
H -5.6760 3.6956 5.3707 0.552 -0.180 -0.377
H -6.9498 2.9866 4.4355 0.138 -0.421 -0.604
O 1.5890 -0.9255 -9.9793 -0.191 1.780 -1.090
P 1.1007 -2.0247 -9.1855 -0.804 -3.107 3.394
N 0.0047 -3.0464 -9.9765 0.364 -0.321 -1.127
C -0.4785 -4.2700 -9.4162 0.458 -0.972 0.917
C -0.9530 -2.4755 -10.9842 1.858 0.308 1.539
N 0.3000 -1.6643 -7.6716 1.954 -3.068 -0.403
C -0.5740 -0.5981 -7.4660 -0.177 1.836 -1.200
C 0.0694 -2.7816 -6.6919 0.895 1.542 -0.036
N 2.3683 -3.0862 -8.6504 0.137 -1.086 -0.191
C 2.9649 -3.9627 -9.7395 -1.464 1.859 -0.220
C 3.3694 -2.6680 -7.6254 -1.146 0.516 -0.157
H -0.6359 -5.0306 -10.1810 0.053 0.036 -0.266
H -1.4015 -4.2301 -8.8376 -0.370 0.519 -0.022
H 0.2421 -4.6827 -8.7102 0.161 -0.033 -0.151
H -0.2758 -2.0174 -11.7051 -0.777 0.558 -0.221
H -1.5152 -1.8033 -10.3360 -0.685 0.534 -1.052
H -1.5892 -3.2254 -11.4544 0.245 -0.118 0.256
H -1.6311 -0.8633 -7.4505 -0.196 -0.274 0.397
H -0.2806 -0.0124 -6.5948 -0.317 0.109 0.187
H -0.4671 0.0259 -8.3532 -0.091 0.612 0.137
H 0.3738 -2.4414 -5.7022 0.504 0.215 0.154
H -0.9944 -2.9231 -6.5014 -0.180 -0.718 -0.764
H 0.7201 -3.6181 -6.9468 -0.696 -0.179 0.063
H 3.1892 -3.2157 -10.5009 1.299 -0.399 -0.340
H 3.7678 -4.6227 -9.4111 0.003 0.484 0.135
H 2.2101 -4.5393 -10.2742 -0.279 -0.338 0.612
H 2.7981 -2.0643 -6.9202 0.225 -0.088 0.325
H 4.2150 -2.0518 -7.9311 -0.153 0.281 -0.826
H 3.8636 -3.4909 -7.1091 -0.591 -0.472 -0.040
O 1.3826 3.9910 3.4208 -0.758 1.094 -1.366
P 2.2700 3.2252 4.2679 1.325 -3.373 2.583
N 3.8649 3.1210 3.6985 -0.755 0.255 0.112
C 4.9895 2.3771 4.3213 -1.294 -0.105 -0.824
C 4.0849 3.7098 2.3339 -0.004 0.591 1.838
N 1.6974 1.5597 4.4297 -1.182 2.648 -1.079
C 1.4906 0.9038 3.0881 0.707 0.855 0.530
C 2.0132 0.7393 5.6011 1.401 0.772 -1.551
N 2.4340 3.8351 5.9061 0.079 -0.590 -1.120
C 3.1564 5.0775 5.9468 1.532 1.498 -0.149
C 1.2460 4.0331 6.7276 -0.483 -1.695 -0.225
H 5.8311 3.0452 4.5048 0.175 -0.168 -0.221
H 5.1733 1.5644 3.6186 0.890 0.010 0.012
H 4.7505 1.8630 5.2522 -0.404 0.463 0.099
H 3.4207 3.2768 1.5859 0.198 0.096 -0.036
H 5.1390 3.6860 2.0574 -0.053 -0.509 -0.017
H 3.8782 4.7634 2.5218 -0.268 0.162 -0.896
H 1.4768 -0.1861 3.0909 -0.714 0.035 0.712
H 0.6647 1.3753 2.5555 -0.389 -0.392 0.366
H 2.3145 1.0576 2.3913 0.721 0.444 0.094
H 1.4073 -0.1666 5.5822 0.314 -0.016 0.256
H 3.0688 0.6432 5.3469 0.395 -1.732 1.268
H 1.9854 1.3112 6.5286 -0.486 -0.114 -0.106
H 3.2438 5.5545 6.9230 -0.416 -0.722 0.612
H 4.2080 5.0257 5.6647 -0.033 -0.511 -0.440
H 2.7383 5.9124 5.3844 -0.435 -0.121 -0.626
H 0.4945 4.6560 6.2424 0.186 0.788 0.377
H 1.6228 4.2897 7.7176 -0.500 0.645 -0.086
H 0.7014 3.1010 6.8787 0.139 -0.338 -0.132
O 6.6972 2.4458 -2.4391 -1.478 -3.085 -0.442
P 5.8605 1.1671 -2.4309 -1.530 -0.700 -0.109
N 4.9023 0.8303 -3.8572 0.501 0.877 0.311
C 5.5752 1.1265 -5.1194 -0.014 -0.127 0.663
C 3.7544 -0.0881 -4.0494 0.544 1.109 1.321
N 4.7496 0.9677 -1.1404 -1.618 1.707 -5.274
C 5.2525 0.6218 0.0702 0.319 -0.942 3.072
C 3.4814 1.7456 -1.1148 1.344 -0.866 -1.103
N 6.6543 -0.3223 -2.2758 1.654 2.615 0.543
C 6.0345 -1.5931 -2.2508 -0.855 0.170 0.520
C 8.0129 -0.3882 -2.7369 0.141 0.152 -0.922
H 6.3482 1.8812 -4.9748 -0.376 0.386 -0.133
H 4.7699 1.4094 -5.7973 0.486 0.288 -0.476
H 6.1183 0.2595 -5.4955 -0.135 -0.371 -0.304
H 3.2130 0.0202 -3.1096 -0.532 -0.544 -0.249
H 3.9622 -1.1403 -4.2439 0.501 -0.110 0.104
H 3.1488 0.2509 -4.8899 -0.089 0.315 0.053
H 4.4842 0.8130 0.8194 0.014 0.221 0.284
H 5.3322 -0.4650 0.0973 1.057 -0.099 0.511
H 6.1143 1.2371 0.3287 0.475 -0.576 0.457
H 3.7083 2.7246 -0.6928 -0.755 0.045 0.272
H 3.1323 1.8393 -2.1431 0.185 0.360 0.017
H 2.7325 1.1003 -0.6556 -0.031 0.513 0.637
H 6.3466 -2.0656 -1.3194 -0.065 -0.652 -0.080
H 4.9550 -1.4450 -2.2210 0.014 -0.406 -0.025
H 6.3424 -2.1684 -3.1239 -0.197 -0.296 -0.052
H 8.4689 0.6004 -2.7893 0.162 -0.111 0.557
H 7.9899 -0.7168 -3.7759 0.220 -0.304 -0.435
H 8.5964 -1.1408 -2.2066 0.175 0.269 0.370
```
Positions in Å, forces in eV/Å.

Results
Kohn-Sham gap (alpha / beta) = 1.42 / 8.15 eV
total charge = -1
E_LUMO (alpha / beta) = 1.93 / 1.89 eV
multiplicity = 2